Record 1
A molecular structure, C38H38IrN6O3P2 at a distorted geometry. Source: the OMol25 dataset; level of theory: the ωB97M-V functional and the def2-TZVPD basis.

Values from the calculation:
- gap between HOMO and LUMO (spin up / spin down) (eV) = 6.064 / 6.176
- electronic energy (Ha) = -2811.77527
- charge = +2
- energy above the lowest of the compared OMol25 structures with the same formula, charge and spin (kcal/mol) = 1.6
- max |F| (Eh/bohr) = 0.021
- expectation value of S² = 0.755
- molecular weight (g mol⁻¹) = 880.9
- spin multiplicity = 2

Element x y z (Å)
1 Ir 0.28099 -0.97557 -0.19884
2 C -0.83568 0.94562 -5.45305
3 N -0.61853 1.01132 -4.01088
4 C -0.56638 2.15496 -3.26494
5 C -0.38087 1.75804 -1.97212
6 N -0.32939 0.39398 -1.91709
7 C -0.47338 -0.03462 -3.16057
8 P -0.56206 -1.78378 -3.66286
9 C -1.69197 -2.30143 -2.34207
10 N -1.54944 -2.05353 -1.04666
11 C -2.64171 -2.59195 -0.42629
12 C -3.45198 -3.16525 -1.36317
13 N -2.84479 -2.97915 -2.57049
14 C -3.35724 -3.44014 -3.85599
15 C 0.96579 -2.37936 -2.88992
16 N 1.32061 -2.17497 -1.62718
17 C 2.44227 -2.92433 -1.40154
18 C 2.76661 -3.58699 -2.54815
19 N 1.83158 -3.23676 -3.47972
20 C 1.78388 -3.72023 -4.85616
21 H -0.73040 1.94604 -5.86239
22 H -0.09549 0.29757 -5.91546
23 H -1.83458 0.57462 -5.67374
24 H -0.66660 3.13002 -3.70991
25 H -0.29599 2.36456 -1.08847
26 H -2.77701 -2.55685 0.63976
27 H -4.38511 -3.69261 -1.26791
28 H -4.26479 -4.00880 -3.67677
29 H -3.59158 -2.59649 -4.50191
30 H -2.63169 -4.08499 -4.34656
31 H 2.92815 -2.94779 -0.44277
32 H 3.56932 -4.26685 -2.77388
33 H 2.59345 -4.43010 -4.99611
34 H 0.83884 -4.22211 -5.05090
35 H 1.91253 -2.89597 -5.55420
36 C 1.42146 5.13247 1.52831
37 C 1.95053 3.76718 1.39297
38 C 3.38350 3.46752 1.40698
39 O 1.17673 2.77185 1.26516
40 C 2.59987 2.31350 -2.05881
41 O 2.40828 3.35630 -1.57856
42 O 2.78210 1.30277 -2.58460
43 H 1.91635 5.64159 2.35767
44 H 0.33993 5.15763 1.64988
45 H 1.70883 5.67498 0.62106
46 H 3.67925 3.40118 2.46297
47 H 3.95688 4.27882 0.96187
48 H 3.58865 2.49998 0.95293
49 H 0.21359 2.96691 1.36444
50 C -3.44934 -3.11905 3.77886
51 C -2.12886 -3.43844 3.47917
52 C -1.31714 -2.50836 2.85419
53 C -1.81879 -1.24689 2.52705
54 C -3.13562 -0.92702 2.83993
55 C -3.95057 -1.86631 3.46180
56 P -0.69107 -0.11737 1.66122
57 C -1.61084 1.45776 1.58291
58 C -1.47444 2.49364 2.51114
59 C -2.19547 3.67424 2.35624
60 C -3.06804 3.82439 1.28605
61 C -3.21982 2.79351 0.36774
62 C -2.48918 1.62248 0.51049
63 C 0.68744 0.10026 2.80296
64 C 0.59490 0.34918 4.14767
65 C 1.76819 0.50704 4.91317
66 C 2.99419 0.41815 4.31233
67 C 3.11764 0.14422 2.92671
68 C 4.37938 0.04169 2.29038
69 C 4.43756 -0.20709 0.94990
70 C 3.25543 -0.40808 0.19397
71 C 1.99529 -0.38094 0.75846
72 C 1.94257 -0.04435 2.15830
73 H -4.08369 -3.84754 4.26598
74 H -1.73542 -4.41327 3.73470
75 H -0.29041 -2.75965 2.60988
76 H -3.53741 0.04870 2.59718
77 H -4.97485 -1.61472 3.70266
78 H -0.81759 2.37567 3.36488
79 H -2.09669 4.46385 3.09061
80 H -3.63750 4.73767 1.17601
81 H -3.90589 2.90338 -0.46182
82 H -2.59516 0.82288 -0.21504
83 H -0.37256 0.40165 4.63495
84 H 1.69375 0.68483 5.97766
85 H 3.89625 0.53372 4.90201
86 H 5.28320 0.15761 2.87666
87 H 5.39975 -0.27930 0.45683
88 H 3.36746 -0.63694 -0.85717

=====

Record 2
A molecular structure, C57H50I3N2O2P2TeTi at a distorted geometry. Source: the OMol25 dataset; level of theory: the ωB97M-V functional and the def2-TZVPD basis.

Values from the calculation:
- gap between HOMO and LUMO (eV) = 5.975
- electronic energy (Ha) = -5154.53328
- charge = +3
- energy above the lowest of the compared OMol25 structures with the same formula, charge and spin (kcal/mol) = 46.6
- max |F| (Eh/bohr) = 0.052
- molecular weight (g mol⁻¹) = 1413.2
- spin multiplicity = 1

Element x y z (Å)
1 Ti 0.16207 -0.59202 0.13183
2 I 2.26893 -2.60866 3.65005
3 C 1.17152 -0.84094 4.05807
4 C 1.22806 -0.37787 5.37442
5 C 0.53271 0.73374 5.78365
6 I 0.72254 1.36899 7.78686
7 C -0.31218 1.40788 4.86510
8 C -1.13390 2.50087 5.20013
9 C -1.97332 3.03601 4.25691
10 C -2.00074 2.46669 2.98203
11 N -1.23352 1.45905 2.62247
12 C -0.38470 0.92922 3.52996
13 C 0.41845 -0.18108 3.09171
14 O 0.37042 -0.51457 1.80836
15 H 1.83458 -0.91535 6.08594
16 H -1.11469 2.88174 6.21043
17 H -2.62153 3.86208 4.49380
18 H -2.68241 2.83127 2.21935
19 I 0.33095 2.38904 0.05082
20 C 1.57047 2.87613 1.73387
21 C 1.29942 4.10811 2.27439
22 C 1.93482 4.50859 3.45346
23 C 2.74493 3.62483 4.10697
24 C 3.03678 2.35873 3.56005
25 C 3.91316 1.49020 4.24625
26 C 4.33563 0.32383 3.67791
27 C 3.91125 -0.00949 2.38517
28 C 3.00126 0.76812 1.70009
29 P 2.70536 0.40044 -0.08343
30 C 3.88498 1.71661 -0.61074
31 C 5.19711 1.52374 -0.17227
32 C 6.17324 2.45475 -0.46360
33 C 5.85316 3.60310 -1.17223
34 C 4.54751 3.81092 -1.58146
35 C 3.56179 2.87764 -1.29788
36 C 3.56763 -1.17160 -0.47345
37 C 4.68809 -1.31255 -1.28806
38 C 5.11378 -2.57751 -1.66485
39 C 4.42593 -3.70730 -1.25283
40 C 3.30614 -3.57673 -0.44049
41 C 2.87338 -2.31559 -0.07224
42 C 2.50204 1.97121 2.28936
43 H 0.59862 4.77306 1.79391
44 H 1.75506 5.49839 3.83852
45 H 3.19971 3.89142 5.04685
46 H 4.26823 1.78744 5.21981
47 H 5.02893 -0.32270 4.19184
48 H 4.32073 -0.89604 1.91678
49 H 5.45473 0.64900 0.40571
50 H 7.18246 2.27867 -0.12700
51 H 6.61708 4.33593 -1.37900
52 H 4.29252 4.70908 -2.12341
53 H 2.55177 3.08012 -1.61975
54 H 5.23197 -0.44617 -1.63202
55 H 5.99193 -2.67622 -2.28530
56 H 4.75780 -4.68723 -1.56098
57 H 2.78779 -4.45953 -0.09835
58 H 2.00430 -2.17867 0.58264
59 C -2.20216 -2.22055 2.91779
60 C -1.92745 -3.40254 1.99043
61 C -3.02127 -3.59399 0.94922
62 C -0.52052 -3.33814 1.34707
63 C -0.00743 -4.75379 1.02888
64 O 0.20176 -4.73612 -0.37151
65 C -0.02448 -3.52843 -0.84201
66 N -0.38818 -2.62798 0.04120
67 C 0.12885 -3.45137 -2.29591
68 C 0.14078 -4.69105 -2.96258
69 C 0.26519 -4.77538 -4.33364
70 C 0.35116 -3.61425 -5.08760
71 C 0.33126 -2.38687 -4.45339
72 C 0.24515 -2.28265 -3.06306
73 P 0.23463 -0.57490 -2.40362
74 C -1.26246 -0.04329 -3.35107
75 C -2.30306 -0.97551 -3.43668
76 C -3.43526 -0.70243 -4.18353
77 C -3.55901 0.51107 -4.84331
78 C -2.55608 1.45801 -4.72306
79 C -1.41585 1.19091 -3.97849
80 C 1.69806 0.10722 -3.28546
81 C 1.80763 1.47945 -3.50764
82 C 2.85939 1.99108 -4.25032
83 C 3.83869 1.14609 -4.74204
84 C 3.78009 -0.21032 -4.46248
85 C 2.72257 -0.73107 -3.73693
86 H -3.21862 -2.27928 3.29819
87 H -2.08405 -1.25409 2.41794
88 H -1.52792 -2.24673 3.77340
89 H -1.90637 -4.28924 2.63393
90 H -3.11672 -2.70134 0.33651
91 H -3.97270 -3.78505 1.43630
92 H -2.80448 -4.43983 0.30095
93 H 0.14341 -2.84844 2.06537
94 H -0.73022 -5.53981 1.25497
95 H 0.93946 -4.99495 1.52217
96 H 0.02310 -5.59818 -2.39377
97 H 0.29065 -5.73967 -4.81606
98 H 0.43336 -3.65892 -6.16235
99 H 0.38152 -1.48245 -5.04478
100 H -2.20747 -1.94266 -2.95517
101 H -4.21505 -1.44386 -4.26496
102 H -4.42694 0.71416 -5.44984
103 H -2.64831 2.41329 -5.21568
104 H -0.65306 1.94931 -3.92259
105 H 1.06386 2.15823 -3.11099
106 H 2.90445 3.04964 -4.45695
107 H 4.64854 1.54113 -5.33488
108 H 4.54964 -0.87205 -4.82990
109 H 2.68890 -1.79478 -3.54472
110 C -3.01939 1.98550 -0.99243
111 Te -2.59335 0.31425 0.30936
112 C -4.17350 -0.74388 -0.76289
113 H -4.09100 2.15499 -0.90828
114 H -2.77488 1.75433 -2.02640
115 H -2.48730 2.87703 -0.67760
116 H -4.62314 -0.05717 -1.47336
117 H -4.92408 -1.03203 -0.03069
118 H -3.83508 -1.62477 -1.29568

=====

Record 3
A molecular structure, C4H8NO at a distorted geometry. Source: the OMol25 dataset; level of theory: the ωB97M-V functional and the def2-TZVPD basis.

Values from the calculation:
- gap between HOMO and LUMO (eV) = 6.533
- electronic energy (Ha) = -286.98471
- charge = -1
- energy above the lowest of the compared OMol25 structures with the same formula, charge and spin (kcal/mol) = 96.3
- max |F| (Eh/bohr) = 0.119
- molecular weight (g mol⁻¹) = 86.1
- spin multiplicity = 1

Element x y z (Å)
1 C 0.45619 -0.29127 0.74754
2 C 1.04208 0.40595 -1.01976
3 C -0.29501 -1.53820 0.54898
4 C -1.06439 1.50669 -0.78071
5 N 0.14632 1.14140 -1.54336
6 O 0.29792 1.74324 -2.67813
7 H 1.54025 -0.69783 1.15012
8 H 2.00753 0.23018 -1.42754
9 H -1.11059 -1.26388 -0.19030
10 H 0.20008 -2.40246 0.35141
11 H -0.84274 -1.60532 1.52958
12 H -0.95404 0.87942 0.02082
13 H -1.34750 2.52792 -0.47852
14 H -1.91049 1.27513 -1.34713

=====

Record 4
2 unconnected molecules or ions with the total composition CH12N7P at a distorted geometry. Source: the OMol25 dataset; level of theory: the ωB97M-V functional and the def2-TZVPD basis.

Values from the calculation:
- gap between HOMO and LUMO (spin up / spin down) (eV) = 6.538 / 6.262
- electronic energy (Ha) = -769.08956
- charge = +2
- max |F| (Eh/bohr) = 0.093
- expectation value of S² = 2.011
- molecular weight (g mol⁻¹) = 153.1
- spin multiplicity = 3

Element x y z (Å)
1 C -0.08957 1.55874 -0.26986
2 N -1.07192 2.13940 0.21993
3 N 0.56201 1.97542 -1.34321
4 N -0.14706 -3.04469 -0.41808
5 N 1.16181 -0.78560 -1.82873
6 N 0.52963 0.02567 0.52174
7 N -1.65702 1.71919 1.44382
8 N 0.37597 0.15981 1.85080
9 P 1.38853 -1.16307 -0.25589
10 H 0.48044 2.99780 -1.50192
11 H 1.26196 0.51422 2.25626
12 H 0.06946 -3.42220 -1.30884
13 H -1.18814 -2.82430 -0.28678
14 H 0.36849 -0.34265 -2.27489
15 H 1.84718 -1.27961 -2.43999
16 H -1.87238 2.57028 1.90074
17 H 0.12331 -3.92731 0.23450
18 H -2.49892 1.29295 1.29892
19 H -0.74411 1.06180 1.96393
20 H 0.03269 -0.67436 2.30456
21 H 1.06764 1.44852 -2.06701

=====

Question: Look up the electronic energy of the first one.
Answer: -2811.77527 Ha

=====

Question: Number 2 is which compound?
Answer: C57H50I3N2O2P2TeTi